No. 1
16
Properties=species:S:1:pos:R:3:forces:R:3 method="wB97M-V/def2-TZVPD" total_charge=0
C -0.860700 -2.103821 1.319654 0.4 0.2 0.0
C 0.119930 -1.472633 1.021451 -0.5 -0.2 0.1
C 1.151059 -0.611077 0.443492 0.0 0.0 0.0
C 0.489330 0.459986 -0.466326 0.0 0.1 -0.1
C -0.683980 -0.079089 -1.294944 0.0 0.0 -0.1
C 0.008172 1.671555 0.343463 0.0 0.1 0.1
H -1.747294 -2.646853 1.553406 0.2 0.0 0.1
H 1.860634 -1.225507 -0.127030 -0.2 0.1 0.0
H 1.742592 -0.121531 1.229243 -0.2 -0.1 -0.1
H 1.269307 0.788199 -1.164511 0.0 0.0 0.1
H -0.959466 0.661386 -2.052310 0.0 -0.1 0.0
H -1.560567 -0.246474 -0.658879 0.2 0.0 -0.1
H -0.461109 -1.026419 -1.797744 0.1 0.2 0.0
H 0.669652 1.888558 1.188482 0.0 0.0 -0.1
H -0.041097 2.568675 -0.283250 0.0 -0.1 0.1
H -0.996463 1.495043 0.745802 0.2 0.0 0.0

No. 2
48
Properties=species:S:1:pos:R:3:forces:R:3 method="wB97M-V/def2-TZVPD" spin_multiplicity=2 total_charge=0 s2=0.754
Ru -0.678870 -0.650349 0.825195 -0.3 0.0 0.0
O -4.250024 -2.517571 1.343085 -0.1 -0.1 0.0
C -3.015988 -2.275494 0.973232 0.0 0.0 -0.2
O -2.701548 -1.255676 0.371187 0.1 -0.1 0.2
C -2.059246 -3.411105 1.229666 0.1 0.0 0.0
O -0.724731 -2.961205 1.308729 0.0 0.1 0.0
C -0.230557 -2.927613 2.667128 0.1 -0.1 -0.1
C -0.869454 -1.795327 3.460399 -0.1 0.0 0.1
O -0.909295 -1.863711 4.665174 0.0 0.0 0.0
O -1.367134 -0.830285 2.732622 0.0 0.2 -0.2
H -4.807262 -1.756531 1.109731 0.0 0.0 0.0
H -2.143486 -4.063823 0.354893 0.0 0.0 0.0
H -2.361983 -3.974718 2.111981 0.0 0.0 0.0
H 0.842091 -2.768291 2.581062 0.0 0.0 0.0
H -0.430224 -3.882302 3.151768 0.0 0.0 0.0
O 1.527013 -1.939404 0.362543 0.0 -0.1 -0.1
C 2.205559 -1.722970 -0.622130 0.0 0.0 0.1
C 1.765477 -1.097400 -1.858653 -0.1 0.0 0.0
C 2.713409 -1.032841 -2.882932 0.0 0.0 0.0
C 2.372362 -0.553038 -4.120433 0.0 -0.1 -0.1
C 1.065473 -0.131868 -4.388169 0.0 0.0 0.0
C 0.125167 -0.181223 -3.398128 0.0 0.0 0.0
C 0.432702 -0.643366 -2.088901 0.0 0.1 0.0
O -0.523518 -0.607273 -1.218412 0.2 0.0 0.2
N 3.378654 -0.496844 -5.174853 0.1 0.3 0.1
O 3.036875 -0.061197 -6.258921 0.0 -0.1 0.0
O 4.510470 -0.852693 -4.903884 0.0 -0.1 0.0
H 3.261424 -2.049535 -0.626798 0.0 0.0 0.0
H 3.724968 -1.374825 -2.706281 0.0 0.0 0.0
H 0.820778 0.232254 -5.375560 0.0 0.0 0.0
H -0.888771 0.148937 -3.580697 0.0 0.0 0.0
Cl 3.130826 1.557644 3.186514 0.0 0.0 0.0
C 1.768964 2.280399 2.414564 0.0 0.0 0.0
C 1.639168 3.680174 2.402553 0.0 0.0 0.0
C 0.589892 4.293201 1.775843 0.0 0.0 0.0
Cl 0.473202 6.024902 1.774528 0.0 0.0 0.0
C -0.401645 3.525918 1.122579 0.0 0.0 0.0
C -1.510484 4.025398 0.403951 0.0 0.0 0.0
C -2.368184 3.154693 -0.207387 0.0 0.0 0.0
C -2.157704 1.768614 -0.099563 0.0 0.0 0.0
N -1.147030 1.284725 0.583415 0.0 0.0 0.1
C -0.256212 2.131106 1.176282 0.0 0.0 0.0
C 0.829704 1.475481 1.800997 0.1 0.0 0.0
O 0.883597 0.165444 1.735903 0.0 -0.2 -0.2
H 2.394976 4.275386 2.895706 0.0 0.0 0.0
H -1.663733 5.093758 0.338460 0.0 0.0 0.0
H -3.215302 3.511114 -0.775351 0.0 0.0 0.0
H -2.810363 1.049350 -0.572648 0.0 0.0 0.0

| no. | DFT total energy (a.u.) |
| --- | --- |
| 1 | -234.54585 |
| 2 | -2647.09461 |